No. 1
Density functional theory data (ωB97M-V/def2-TZVPD) for a 12-piece molecular cluster, C12H48N14O12 overall at a distorted geometry.

## Properties
**Charge**: 0
**E_LUMO**: -0.09 eV
**HOMO-LUMO gap**: 8.95 eV
**Relative energy (zero: lowest compared OMol25 entry of this formula, charge and spin)**: 14.6 kcal per mole
**HOMO level**: -9.04 eV

Cartesian coordinates (Å):
C1 -1.24605 -0.49752 4.35250
O1 -0.00341 0.05828 4.73742
H1 -1.22520 -0.84377 3.31760
H2 -1.68145 -1.24589 5.02195
H3 -1.94509 0.34732 4.39125
H4 0.67613 -0.62344 4.58748
C2 -2.25464 -2.31220 -2.96211
O2 -3.39421 -3.02845 -3.42255
H5 -1.37717 -2.93249 -2.79104
H6 -2.04038 -1.51820 -3.69194
H7 -2.52220 -1.71803 -2.08929
H8 -3.09804 -3.68608 -4.05577
C3 2.31756 -1.75595 -1.99461
O3 3.53413 -2.52002 -1.75243
H9 1.70475 -2.34440 -2.68252
H10 1.78168 -1.56834 -1.07528
H11 2.62029 -0.86770 -2.55426
H12 4.11514 -2.45495 -2.51084
C4 -0.24430 0.25963 0.21619
O4 -0.71292 0.26494 -1.12142
H13 -0.66793 -0.59696 0.73698
H14 0.84507 0.19987 0.30594
H15 -0.53823 1.17354 0.73766
H16 -0.01558 0.69993 -1.64040
C5 -2.40322 1.84744 -3.33731
O5 -3.23665 2.66730 -4.12823
H17 -1.61737 1.34282 -3.90457
H18 -1.87836 2.42607 -2.56464
H19 -2.89939 1.02647 -2.80421
H20 -3.85975 3.05004 -3.50129
C6 3.00879 -1.14653 2.90007
O6 2.18256 -1.31539 3.79324
N1 4.14405 -0.41565 3.18606
N2 2.97730 -1.67538 1.65704
H21 4.30976 -0.05822 4.10485
H22 4.83798 -0.26000 2.48016
H23 2.18202 -2.22161 1.31014
H24 3.70209 -1.61625 0.96618
C7 -3.76759 0.68117 1.54344
O7 -3.74497 -0.51010 1.23119
N3 -3.13306 1.62853 0.80040
N4 -4.45112 1.14953 2.62435
H25 -2.53597 1.42029 0.01558
H26 -2.96254 2.54640 1.17761
H27 -4.34531 2.10226 2.91110
H28 -5.02774 0.50701 3.13091
C8 -2.63259 -3.82957 2.26546
O8 -2.32327 -4.97668 2.61292
N5 -3.77426 -3.19941 2.66743
N6 -1.94668 -3.06168 1.38178
H29 -3.89889 -2.21149 2.50603
H30 -4.40610 -3.71740 3.24792
H31 -2.46084 -2.23869 1.10741
H32 -1.23785 -3.36614 0.73945
C9 -1.56378 4.63335 -0.18966
O9 -2.34348 5.01684 -1.05165
N7 -1.68975 4.99524 1.12690
N8 -0.46877 3.88072 -0.48665
H33 -2.48152 5.53848 1.41021
H34 -0.93350 4.83752 1.76730
H35 0.20599 3.64301 0.22053
H36 -0.21889 3.60834 -1.41796
C10 1.29174 2.74944 -3.18614
O10 1.33896 1.68452 -2.54534
N9 0.90247 2.84121 -4.49428
N10 1.82938 3.92110 -2.72214
H37 0.43359 2.10201 -4.98440
H38 1.04338 3.67629 -5.02827
H39 2.04791 4.64735 -3.37253
H40 2.25151 3.80762 -1.79074
C11 4.11305 2.65424 -0.34022
O11 3.35399 3.62697 -0.43673
N11 5.19128 2.66438 0.50136
N12 3.85718 1.47337 -0.98143
H41 5.44919 3.46982 1.03576
H42 5.69071 1.80841 0.64516
H43 2.92721 1.44493 -1.39350
H44 4.41898 0.66800 -0.79436
C12 1.06462 -4.31947 0.51303
O12 0.75969 -3.11428 0.44487
N13 0.28112 -5.30953 1.03620
N14 2.26675 -4.73316 0.00015
H45 0.72346 -6.20277 1.12427
H46 -0.57995 -5.10623 1.53699
H47 2.60987 -5.66197 0.13572
H48 2.79861 -4.00999 -0.46345

Computed Mulliken charges, given in elementary charges:
1 C -0.171
2 O -0.560
3 H -0.087
4 H 0.315
5 H 0.181
6 H 0.451
7 C -0.079
8 O -0.550
9 H 0.206
10 H 0.212
11 H -0.052
12 H 0.289
13 C -0.356
14 O -0.607
15 H 0.303
16 H 0.004
17 H 0.362
18 H 0.292
19 C -0.254
20 O 0.358
21 H -0.278
22 H 0.095
23 H 0.337
24 H -0.062
25 C 0.184
26 O -0.576
27 H 0.032
28 H -0.234
29 H 0.224
30 H 0.321
31 C 0.641
32 O -0.782
33 N -0.360
34 N -0.041
35 H 0.228
36 H 0.106
37 H -0.158
38 H 0.189
39 C 0.636
40 O -0.728
41 N -0.094
42 N -0.373
43 H -0.097
44 H 0.176
45 H 0.157
46 H 0.223
47 C 0.704
48 O -0.782
49 N -0.333
50 N -0.033
51 H 0.217
52 H 0.193
53 H 0.016
54 H 0.099
55 C 0.507
56 O -0.677
57 N -0.404
58 N -0.106
59 H 0.234
60 H 0.176
61 H 0.175
62 H -0.001
63 C 0.403
64 O -0.501
65 N -0.359
66 N -0.303
67 H 0.248
68 H 0.138
69 H 0.163
70 H 0.263
71 C 0.709
72 O -0.761
73 N -0.399
74 N -0.148
75 H 0.225
76 H 0.139
77 H -0.064
78 H 0.217
79 C 0.652
80 O -0.551
81 N -0.284
82 N -0.345
83 H 0.149
84 H 0.057
85 H 0.160
86 H 0.185

***

No. 2
Density functional theory data (ωB97M-V/def2-TZVPD) for a 12-piece molecular cluster, C12H48N8O12 overall at a distorted geometry.

## Properties
**Charge**: 0
**E_LUMO**: -0.06 eV
**HOMO-LUMO gap**: 8.44 eV
**Relative energy (zero: lowest compared OMol25 entry of this formula, charge and spin)**: 152.3 kcal per mole
**HOMO level**: -8.50 eV

Cartesian coordinates (Å):
C1 -4.09460 1.30177 2.06521
O1 -3.50460 1.22477 0.82721
N1 -4.23960 2.40277 2.79421
N2 -4.35460 0.22977 2.78621
H1 -3.83860 3.14677 2.23621
H2 -4.50760 2.51877 3.77621
H3 -4.09760 -0.75723 2.53521
H4 -4.81860 0.32777 3.77021
C2 2.32040 0.63577 3.24921
O2 2.97640 1.73277 2.89221
N3 2.03040 -0.32223 2.39721
N4 2.16740 0.25677 4.40321
H5 1.92940 -0.01623 1.39921
H6 1.53740 -1.16823 2.67621
H7 2.59140 0.88977 5.12721
H8 1.93440 -0.73123 4.72421
C3 0.02040 -0.10223 -0.87779
O3 1.13640 0.71877 -1.04579
N5 -0.31460 -0.97723 -1.73779
N6 -0.83960 0.04977 0.08521
H9 0.38440 -1.10323 -2.43079
H10 -1.13560 -1.63623 -1.72979
H11 -0.56460 0.81777 0.71221
H12 -1.80660 -0.22723 0.17121
C4 0.78640 3.10877 0.65921
O4 -0.23660 2.33177 1.28821
N7 1.83540 3.33777 1.24221
N8 0.60140 3.52977 -0.54179
H13 1.96140 2.83177 2.09821
H14 2.56440 4.00277 0.94621
H15 -0.21560 3.06177 -0.98279
H16 1.24740 4.29077 -0.86679
C5 0.66340 -3.04923 1.12021
O5 -0.65060 -2.51023 1.10721
H17 0.81240 -3.55823 2.12421
H18 1.39440 -2.32023 0.97021
H19 0.70840 -3.96323 0.51021
H20 -0.65360 -1.79123 0.46721
C6 1.31540 2.56177 -3.83279
O6 2.42240 2.24777 -2.86779
H21 1.26940 1.92277 -4.67179
H22 1.41340 3.57877 -4.17679
H23 0.45040 2.50977 -3.18279
H24 2.08740 1.85977 -2.04979
C7 1.91940 -1.22423 -4.68879
O7 1.85540 -0.86923 -3.32079
H25 2.95540 -1.58523 -4.82979
H26 1.73840 -0.32323 -5.29879
H27 1.15440 -2.03923 -4.90879
H28 2.53840 -0.21323 -3.27279
C8 -3.21060 -2.17923 -0.90479
O8 -2.36160 -3.08623 -1.59979
H29 -3.90460 -2.70023 -0.25179
H30 -3.71260 -1.44023 -1.61979
H31 -2.64860 -1.71623 -0.04279
H32 -2.13760 -3.73823 -0.94779
C9 -1.34760 -0.04923 4.01221
O9 -1.62960 -0.87923 5.09021
H33 -2.13660 0.68677 3.87421
H34 -1.22060 -0.64623 3.12121
H35 -0.42460 0.44177 4.15121
H36 -1.84360 -0.34223 5.86921
C10 4.03540 0.71077 -0.37479
O10 5.09640 0.15777 0.38221
H37 3.37840 1.12477 0.42821
H38 3.48640 0.09377 -1.09379
H39 4.30440 1.56577 -0.96879
H40 4.69140 -0.06923 1.23821
C11 -2.77160 1.54177 -2.06779
O11 -1.97660 2.23377 -1.12579
H41 -2.40160 0.53277 -2.01479
H42 -2.56960 1.92877 -3.13479
H43 -3.84560 1.48177 -1.98279
H44 -2.25360 1.96077 -0.23479
C12 0.47640 -4.28123 -2.48879
O12 1.76640 -4.08023 -2.00979
H45 -0.21760 -4.30923 -1.58779
H46 0.42140 -5.22223 -3.12679
H47 0.17340 -3.35523 -2.98579
H48 1.93440 -3.30823 -1.44979

Computed Mulliken charges, given in elementary charges:
1 C 0.268
2 O -0.562
3 N -0.398
4 N -0.333
5 H 0.254
6 H 0.196
7 H 0.215
8 H 0.220
9 C 0.396
10 O -0.862
11 N 0.139
12 N -0.240
13 H -0.399
14 H 0.239
15 H 0.306
16 H 0.221
17 C -2.205
18 O -0.156
19 N 0.751
20 N 3.180
21 H 0.340
22 H 0.268
23 H -0.582
24 H -0.524
25 C 0.362
26 O -0.697
27 N -0.234
28 N -0.183
29 H 0.178
30 H 0.189
31 H 0.271
32 H 0.208
33 C -0.792
34 O -0.442
35 H 0.252
36 H 0.293
37 H 0.281
38 H 0.101
39 C -0.243
40 O -0.628
41 H 0.131
42 H 0.324
43 H -0.088
44 H 0.315
45 C -0.731
46 O -0.409
47 H 0.299
48 H 0.181
49 H 0.251
50 H 0.216
51 C -0.222
52 O -0.556
53 H 0.430
54 H 0.194
55 H -0.205
56 H 0.276
57 C -0.108
58 O -0.581
59 H 0.158
60 H -0.176
61 H 0.406
62 H 0.299
63 C 0.155
64 O -0.621
65 H -0.254
66 H 0.025
67 H 0.332
68 H 0.340
69 C -0.316
70 O -0.498
71 H -0.174
72 H 0.281
73 H 0.316
74 H 0.379
75 C 0.064
76 O -0.577
77 H -0.136
78 H 0.328
79 H -0.020
80 H 0.323

***

No. 3
Density functional theory data (ωB97M-V/def2-TZVPD) for a 12-piece molecular cluster, C12H48O12 overall at a distorted geometry.

## Properties
**Charge**: +1
**E_LUMO (spin up / spin down)**: -2.18 / -9.84 eV
**HOMO-LUMO gap (spin up / spin down)**: 10.05 / 2.03 eV
**Spin multiplicity**: 2
**⟨S²⟩**: 0.76
**Relative energy (zero: lowest compared OMol25 entry of this formula, charge and spin)**: 159.8 kcal per mole
**HOMO level (spin up / spin down)**: -12.22 / -11.87 eV

Cartesian coordinates (Å):
C1 3.83207 1.83566 0.17354
O1 3.55882 1.38088 -1.15574
H1 4.09466 0.95412 0.75839
H2 4.67113 2.52087 0.29420
H3 2.88335 2.13824 0.61681
H4 3.41686 2.16158 -1.69607
C2 -1.03681 3.36469 2.63751
O2 -2.33524 3.60219 3.16644
H5 -0.54938 2.54082 3.15880
H6 -0.96882 2.98135 1.61941
H7 -0.30643 4.16105 2.78058
H8 -2.61660 4.50990 3.03044
C3 -4.31471 1.02087 2.88604
O3 -4.80766 0.64906 1.58264
H9 -4.67942 2.02190 3.11629
H10 -4.56575 0.39633 3.74337
H11 -3.22511 0.99522 2.87128
H12 -5.73332 0.41370 1.67943
C4 5.59937 -2.47019 0.60552
O4 4.14640 -2.57087 0.70520
H13 5.91285 -3.25166 -0.08667
H14 5.93677 -1.47878 0.30324
H15 6.04563 -2.64246 1.58495
H16 3.77682 -2.30268 -0.13925
C5 -2.35425 -2.15027 1.97645
O5 -3.09950 -3.30063 1.79009
H17 -2.42570 -1.37609 1.21249
H18 -2.60105 -1.73674 2.95429
H19 -1.32573 -2.50782 2.02540
H20 -2.78743 -3.70931 0.97942
C6 -2.83901 -0.42708 -2.03250
O6 -2.66082 0.31942 -0.85212
H21 -3.65861 -1.14154 -1.95562
H22 -3.02093 0.17994 -2.91936
H23 -1.89352 -0.95895 -2.13867
H24 -3.44163 0.77309 -0.52634
C7 -2.56399 3.52215 -2.77275
O7 -1.65107 3.08761 -1.70595
H25 -2.52982 2.89502 -3.66362
H26 -3.56533 3.39158 -2.36242
H27 -2.62365 4.57948 -3.03081
H28 -1.62954 2.13208 -1.61588
C8 3.74905 -1.92033 -2.80334
O8 3.15523 -1.32652 -1.64103
H29 3.23491 -1.55730 -3.69326
H30 4.68975 -1.41879 -3.03061
H31 3.77690 -3.00776 -2.87286
H32 3.43186 -0.40732 -1.65293
C9 0.25326 -2.91443 -3.04820
O9 0.67599 -3.14583 -1.70249
H33 0.96414 -3.24654 -3.80481
H34 -0.70436 -3.40702 -3.21675
H35 0.04564 -1.87613 -3.30689
H36 1.27856 -2.44703 -1.43757
C10 0.71179 0.93104 -3.44973
O10 -0.50307 0.67491 -4.13328
H37 0.83507 2.01390 -3.43211
H38 0.77913 0.69364 -2.38803
H39 1.65249 0.54339 -3.84077
H40 -0.67597 1.29380 -4.84650
C11 -0.32934 -1.40136 5.00827
O11 0.17463 -0.66713 6.08925
H41 -1.02266 -2.11374 5.45539
H42 -0.95007 -0.78836 4.35480
H43 0.48840 -1.74981 4.37740
H44 0.84918 -0.04044 5.81751
C12 0.57500 0.11738 0.43896
O12 -0.20427 0.23226 1.67561
H45 1.46655 -0.50970 0.44376
H46 -0.02412 -0.39036 -0.31692
H47 0.67590 1.10606 -0.00875
H48 -1.11352 0.22564 1.36769

Computed Mulliken charges, given in elementary charges:
1 C -0.594
2 O -0.530
3 H 0.210
4 H 0.346
5 H 0.221
6 H 0.259
7 C -0.482
8 O -0.492
9 H 0.159
10 H 0.123
11 H 0.435
12 H 0.292
13 C -0.381
14 O -0.432
15 H 0.293
16 H 0.326
17 H -0.012
18 H 0.254
19 C -0.619
20 O -0.498
21 H 0.268
22 H 0.249
23 H 0.274
24 H 0.370
25 C 0.106
26 O -0.396
27 H -0.060
28 H 0.081
29 H 0.380
30 H 0.395
31 C -0.534
32 O -0.107
33 H 0.279
34 H 0.248
35 H 0.081
36 H 0.154
37 C -0.625
38 O -0.485
39 H 0.216
40 H 0.268
41 H 0.311
42 H 0.239
43 C -0.920
44 O 0.191
45 H 0.263
46 H 0.339
47 H 0.338
48 H 0.081
49 C -0.417
50 O -0.505
51 H 0.277
52 H 0.341
53 H -0.040
54 H 0.231
55 C -0.695
56 O -0.524
57 H 0.464
58 H 0.054
59 H 0.374
60 H 0.321
61 C -0.223
62 O -0.387
63 H 0.318
64 H 0.054
65 H 0.303
66 H 0.359
67 C -0.272
68 O -0.490
69 H 0.345
70 H -0.003
71 H 0.281
72 H -0.050